Here is a cluster of 2 separate species, C4H12 in total at a distorted geometry from the Open Molecules 2025 dataset. Energies are from ωB97M-V with the def2-TZVPD basis set.

Summary:
Frontier orbital gap: 12.27 eV
LUMO energy: 1.1 eV
SMILES: CC.CC
Highest occupied orbital energy: -11.18 eV

Cartesian coordinates (Å):
C 1.531 0.000 -0.026
C 2.673 -0.127 0.864
H 1.690 -0.574 -0.917
H 0.563 -0.351 0.305
H 1.380 1.012 -0.403
H 3.198 0.787 0.711
H 3.284 -1.021 0.537
H 2.524 -0.099 1.919
C -1.487 0.071 -0.807
C -2.624 0.024 0.155
H -2.043 0.043 -1.768
H -0.903 1.031 -0.754
H -0.735 -0.685 -0.898
H -2.567 0.165 1.229
H -3.404 0.709 -0.158
H -3.079 -0.986 0.011

Forces on atoms 1 to 6 (eV/Å):
C -2.215 0.130 -1.330
C 2.121 -0.837 -0.054
H 0.190 -0.376 -0.678
H 0.185 -0.005 0.693
H -0.091 0.133 0.260
H 1.377 0.401 -0.184

Atomic partial charges in e from the Mulliken method, atoms 1 to 6: atom 1 (C): -0.77, atom 2 (C): -0.96, atom 3 (H): 0.35, atom 4 (H): 0.22, atom 5 (H): 0.31, atom 6 (H): 0.26

=====

Here is a cluster of 6 separate species, H12O6 in total at a distorted geometry from the Open Molecules 2025 dataset. Energies are from ωB97M-V with the def2-TZVPD basis set.

Summary:
Frontier orbital gap: 10.08 eV
LUMO energy: 0.2 eV
SMILES: O.O.O.O.O.O
Highest occupied orbital energy: -9.86 eV

Cartesian coordinates (Å):
H 1.043 0.074 1.581
H 0.456 -1.322 1.450
H -3.327 -0.683 0.481
H -3.193 -0.028 1.846
H 5.745 -0.927 0.158
H 4.252 -0.666 0.279
H -0.431 -3.080 -0.488
H 0.257 -2.753 -1.804
H 0.678 2.890 0.238
H 1.044 4.213 -0.416
H -3.350 0.569 -1.851
H -2.524 1.144 -0.712
O 0.572 -0.498 0.964
O -3.696 0.021 1.025
O 5.073 -0.259 -0.020
O -0.324 -2.373 -1.135
O 0.741 3.322 -0.622
O -3.014 0.356 -0.973

Forces on atoms 1 to 6 (eV/Å):
H -0.028 -0.030 -0.005
H -0.031 0.059 -0.142
H -0.131 0.325 0.021
H -0.236 -0.079 0.214
H -0.016 0.102 -0.044
H -0.010 0.089 -0.096

Atomic partial charges in e from the Mulliken method, atoms 1 to 6: atom 1 (H): 0.29, atom 2 (H): 0.30, atom 3 (H): 0.34, atom 4 (H): 0.28, atom 5 (H): 0.32, atom 6 (H): 0.31

=====

Here is a cluster of 2 separate species, C27H53BClNO12 in total at a distorted geometry from the Open Molecules 2025 dataset. Energies are from ωB97M-V with the def2-TZVPD basis set.

Summary:
Frontier orbital gap: 9.89 eV
LUMO energy: 0.4 eV
SMILES: CCCOC[C@](CC(=O)Cl)(C[C@H](C)O)O[C@@H](CCC(N)=O)[C@@H](O[C@@H](CC=O)OCCOCC)B(O)OCC.CC(C)O
Highest occupied orbital energy: -9.50 eV

Cartesian coordinates (Å):
C 0.931 -4.294 2.241
C -0.427 -4.350 2.943
C -1.050 -2.986 3.173
O -1.833 -2.540 2.067
C -1.885 -1.133 2.019
C -2.551 -0.564 0.734
C -1.910 0.831 0.486
C -2.254 1.868 1.506
O -2.081 1.803 2.677
Cl -2.913 3.365 0.790
C -4.064 -0.457 0.972
C -4.890 0.191 -0.154
C -5.910 1.208 0.377
O -5.524 -0.815 -0.952
O -2.479 -1.378 -0.422
C -1.238 -1.850 -0.952
C -1.575 -3.120 -1.725
C -1.944 -4.297 -0.813
C -3.436 -4.457 -0.640
N -3.817 -4.830 0.675
O -4.231 -4.342 -1.541
C -0.563 -0.832 -1.897
O 0.764 -1.299 -2.229
C 1.816 -0.733 -1.514
C 2.113 0.711 -2.010
C 3.225 0.685 -3.012
O 4.382 0.572 -2.694
O 1.529 -0.723 -0.127
C 2.660 -0.397 0.682
C 2.283 0.659 1.709
O 2.883 1.888 1.353
C 2.299 3.007 2.021
C 1.356 3.775 1.093
B -1.358 -0.537 -3.259
O -2.695 -0.830 -3.399
O -0.668 -0.004 -4.328
C -0.795 1.418 -4.448
C -1.636 1.774 -5.656
H 1.679 -3.864 2.910
H 1.258 -5.291 1.943
H 0.906 -3.682 1.338
H -0.267 -4.802 3.925
H -1.132 -4.989 2.409
H -0.254 -2.262 3.396
H -1.695 -3.015 4.061
H -0.878 -0.730 2.153
H -2.477 -0.750 2.858
H -2.140 1.180 -0.517
H -0.823 0.725 0.552
H -4.404 -1.495 1.034
H -4.261 0.000 1.943
H -4.230 0.677 -0.877
H -6.851 1.080 -0.161
H -5.584 2.233 0.202
H -6.089 1.080 1.444
H -6.273 -1.167 -0.454
H -0.543 -2.089 -0.147
H -2.446 -2.917 -2.349
H -0.735 -3.385 -2.367
H -1.520 -4.168 0.177
H -1.565 -5.233 -1.230
H -4.775 -5.166 0.626
H -3.780 -4.023 1.290
H -0.440 0.134 -1.406
H 2.693 -1.363 -1.695
H 2.390 1.353 -1.172
H 1.205 1.104 -2.471
H 2.952 0.726 -4.079
H 3.473 -0.012 0.062
H 3.005 -1.306 1.179
H 2.565 0.362 2.726
H 1.193 0.768 1.687
H 1.751 2.673 2.907
H 3.117 3.642 2.364
H 0.491 4.155 1.641
H 1.854 4.633 0.641
H 0.998 3.122 0.295
H -3.287 -0.462 -2.734
H -1.245 1.852 -3.543
H 0.208 1.845 -4.525
H -2.671 1.466 -5.507
H -1.240 1.266 -6.534
H -1.602 2.851 -5.837
C 5.931 2.970 0.611
C 6.204 4.245 1.392
C 7.689 4.552 1.492
O 5.617 4.173 2.696
H 6.395 2.113 1.108
H 4.862 2.780 0.557
H 6.331 3.034 -0.402
H 5.696 5.081 0.908
H 8.206 3.743 2.016
H 7.856 5.473 2.050
H 8.138 4.656 0.503
H 6.035 3.440 3.161

Forces on atoms 1 to 6 (eV/Å):
C -0.170 0.008 -0.168
C 0.155 -0.004 -0.060
C -0.251 -0.021 0.495
O 0.283 -0.057 -0.373
C -0.151 -0.016 0.038
C -0.133 -0.022 0.309

Atomic partial charges in e from the Mulliken method, atoms 1 to 6: atom 1 (C): -0.95, atom 2 (C): -0.46, atom 3 (C): -0.63, atom 4 (O): -0.07, atom 5 (C): -1.58, atom 6 (C): 2.08

=====

Here is a structure of composition C5H12O2 from the Open Molecules 2025 dataset. Energies are from ωB97M-V with the def2-TZVPD basis set.

Summary:
Frontier orbital gap: 8.80 eV
LUMO energy: 0.8 eV
Highest occupied orbital energy: -8.04 eV

Cartesian coordinates (Å):
C 2.259 0.408 1.077
C 1.103 0.689 0.130
C 0.258 -0.517 -0.148
O -0.422 -0.843 1.703
C -1.057 -0.438 -0.673
C -1.626 0.858 -1.244
O -1.453 -1.584 -1.401
H 1.849 0.070 2.033
H 2.908 -0.381 0.678
H 2.865 1.307 1.231
H 0.469 1.492 0.523
H 1.476 1.057 -0.838
H 0.763 -1.491 -0.198
H -0.409 -1.805 1.835
H -1.230 -0.656 0.698
H -1.305 1.010 -2.281
H -2.723 0.816 -1.261
H -1.345 1.748 -0.668
H -2.382 -1.741 -1.196

Forces on atoms 1 to 6 (eV/Å):
C 0.038 -0.035 0.032
C -0.128 -0.045 0.022
C -0.244 0.051 -0.353
O -0.481 -0.350 -0.239
C 0.375 0.458 -0.135
C -0.019 -0.086 0.077

Atomic partial charges in e from the Mulliken method, atoms 1 to 6: atom 1 (C): -1.32, atom 2 (C): -0.25, atom 3 (C): -0.21, atom 4 (O): -0.77, atom 5 (C): 0.27, atom 6 (C): -1.20

=====

Here is a structure of composition C6H6 at a distorted geometry from the Open Molecules 2025 dataset. Energies are from ωB97M-V with the def2-TZVPD basis set.

Summary:
Frontier orbital gap: 9.22 eV
LUMO energy: 0.9 eV
Highest occupied orbital energy: -8.36 eV

Cartesian coordinates (Å):
C -0.970 -1.102 -0.610
C -0.301 0.073 0.561
C 0.820 -0.661 0.167
C 1.755 -1.260 -0.337
C -0.191 1.549 0.446
C 0.069 2.732 0.428
H -0.682 -1.097 -1.670
H -1.008 -2.147 -0.240
H -1.835 -0.526 -0.436
H -0.825 -0.181 1.494
H 2.799 -1.144 -0.208
H 0.370 3.766 0.404

Forces on atoms 1 to 6 (eV/Å):
C -1.548 1.185 0.332
C 0.107 -0.815 -0.524
C 1.995 0.350 1.162
C 0.539 0.344 0.035
C 0.036 -0.015 -0.726
C -0.134 -0.921 -0.022

Atomic partial charges in e from the Mulliken method, atoms 1 to 6: atom 1 (C): -1.03, atom 2 (C): -0.10, atom 3 (C): -0.25, atom 4 (C): -0.36, atom 5 (C): -0.58, atom 6 (C): 0.24

=====

Here is a structure of composition C20H17F6N3O7S2Tc from the Open Molecules 2025 dataset. Energies are from ωB97M-V with the def2-TZVPD basis set.

Summary:
Frontier orbital gap (spin up / spin down): 7.76 / 7.05 eV
2S+1: 4
LUMO energy (spin up / spin down): -0.7 / -1.4 eV
Highest occupied orbital energy (spin up / spin down): -8.41 / -8.41 eV
⟨S²⟩: 3.771

Cartesian coordinates (Å):
Tc 0.335 0.139 0.585
O 0.322 2.007 1.208
C 0.803 3.104 0.656
C 0.584 4.310 1.341
C 1.010 5.509 0.822
C 1.677 5.571 -0.408
C 1.907 4.403 -1.085
C 1.494 3.156 -0.577
C 1.824 2.003 -1.374
N 1.617 0.778 -1.062
C 1.965 -0.290 -2.005
C 0.963 -1.431 -1.815
N 0.855 -1.631 -0.359
C 1.404 -2.659 0.175
C 1.693 -2.806 1.577
C 2.048 -4.077 2.064
C 2.415 -4.258 3.373
C 2.472 -3.141 4.218
C 2.157 -1.883 3.760
C 1.750 -1.688 2.433
O 1.474 -0.452 2.046
H 0.053 4.254 2.281
H 0.815 6.421 1.373
H 2.000 6.519 -0.814
H 2.421 4.422 -2.040
H 2.291 2.217 -2.339
H 2.969 -0.651 -1.766
H 1.956 0.067 -3.036
H 1.304 -2.343 -2.307
H -0.017 -1.166 -2.201
H 1.720 -3.469 -0.485
H 2.016 -4.919 1.383
H 2.669 -5.241 3.743
H 2.773 -3.266 5.250
H 2.205 -1.016 4.405
F -4.562 -1.384 -4.298
C -3.616 -1.990 -3.594
F -2.487 -1.993 -4.299
F -3.981 -3.253 -3.371
S -3.364 -1.177 -1.966
O -2.265 -1.889 -1.361
O -4.630 -1.181 -1.306
N -2.952 0.257 -2.530
S -2.048 1.297 -1.834
O -1.085 0.690 -0.910
O -1.501 2.232 -2.763
C -3.146 2.274 -0.726
F -3.825 1.468 0.075
F -2.402 3.103 -0.001
F -3.994 2.976 -1.468
C -1.641 -2.113 1.890
C -1.313 -0.673 1.629
O -1.973 0.253 2.016
H -2.467 -2.182 2.596
H -0.769 -2.645 2.267
H -1.926 -2.564 0.936

Forces on atoms 1 to 6 (eV/Å):
Tc -0.454 0.358 0.495
O 0.191 0.002 -0.070
C -0.115 -0.167 0.066
C -0.022 0.055 0.023
C 0.018 0.033 -0.030
C -0.039 0.006 0.076

Atomic partial charges in e from the Mulliken method, atoms 1 to 6: atom 1 (Tc): 0.28, atom 2 (O): -0.58, atom 3 (C): 0.55, atom 4 (C): -0.57, atom 5 (C): -0.34, atom 6 (C): -0.81

=====

Here is an isolated molecule of C10H11N3 at a distorted geometry from the Open Molecules 2025 dataset. Energies are from ωB97M-V with the def2-TZVPD basis set.

Summary:
Frontier orbital gap: 8.81 eV
LUMO energy: 0.7 eV
SMILES: c1ccc2c(c1)nc1n2CCNC1
Highest occupied orbital energy: -8.14 eV

Cartesian coordinates (Å):
C 2.920 1.094 0.425
C 1.379 1.489 -0.001
C 0.910 -0.960 -0.013
C 2.397 -1.286 0.059
C -1.221 -1.007 -0.027
C -2.608 -1.235 0.159
C -3.453 -0.139 0.127
C -3.075 1.200 -0.035
C -1.601 1.506 -0.176
C -0.805 0.338 -0.127
H 3.611 1.985 0.157
H 3.044 0.936 1.507
H 1.627 1.783 -1.095
H 0.883 2.327 0.667
H 2.663 -2.098 -0.644
H 2.510 -1.774 0.986
H 3.026 0.163 -1.290
H -2.819 -2.270 0.122
H -4.519 -0.139 0.250
H -3.646 2.059 -0.055
H -1.222 2.517 -0.296
N 0.524 0.312 -0.029
N 3.285 -0.160 -0.266
N -0.126 -1.793 -0.083

Forces on atoms 1 to 6 (eV/Å):
C -1.108 0.736 0.563
C 2.180 0.936 -0.172
C 0.187 -1.837 -0.655
C -0.985 -0.209 -2.038
C -1.883 1.989 -0.200
C 2.053 0.514 -1.140

Atomic partial charges in e from the Mulliken method, atoms 1 to 6: atom 1 (C): -0.61, atom 2 (C): -0.67, atom 3 (C): 0.59, atom 4 (C): -0.77, atom 5 (C): 0.53, atom 6 (C): -0.70